6 unconnected molecules or ions with the total composition C28H62N2O7P2 at a distorted geometry, computed with ωB97M-V/def2-TZVPD.

Structure (ORCA input):
```
! wB97M-V def2-TZVPD RIJCOSX def2/J DEFGRID3
* xyz 0 1
C -1.247 4.044 4.809
C -1.580 5.117 3.714
O -2.470 4.493 2.780
C -3.152 5.479 2.018
C -2.262 5.989 0.814
O -1.135 5.146 0.671
C -0.737 4.988 -0.700
P -1.052 3.203 -1.261
C -2.040 2.427 0.123
C -2.839 1.141 -0.327
C -2.236 -0.168 0.247
N -0.815 -0.358 -0.104
P 0.947 2.352 -1.443
N 2.092 3.356 -0.867
H -0.191 4.079 5.122
H -1.940 4.222 5.655
H -1.468 3.049 4.377
H -2.011 6.041 4.144
H -0.634 5.308 3.169
H -3.543 6.305 2.640
H -4.017 4.942 1.575
H -1.959 7.054 0.944
H -2.914 5.971 -0.084
H -1.230 5.705 -1.382
H 0.349 5.229 -0.726
H -1.476 2.258 1.060
H -2.821 3.168 0.387
H -3.858 1.226 0.110
H -2.980 1.127 -1.423
H -2.802 -1.031 -0.169
H -2.307 -0.212 1.353
H -0.669 -1.121 -0.748
H -0.255 -0.490 0.725
H 1.089 1.127 -0.729
H 1.214 2.120 -2.817
H 2.683 3.566 -1.673
C 3.273 -0.948 -4.752
C 2.349 -1.986 -4.141
C 1.332 -1.118 -3.423
O 1.229 0.101 -4.172
C 2.298 0.155 -5.126
H 3.845 -1.315 -5.604
H 3.978 -0.585 -3.998
H 1.859 -2.561 -4.930
H 2.855 -2.687 -3.475
H 1.669 -0.865 -2.410
H 0.350 -1.589 -3.355
H 1.871 -0.012 -6.120
H 2.755 1.146 -5.106
C -4.430 1.644 6.395
C -4.947 1.190 7.749
C -5.040 2.505 8.504
O -5.322 3.519 7.531
C -5.136 2.974 6.219
H -4.638 0.943 5.588
H -3.348 1.800 6.444
H -5.942 0.750 7.638
H -4.306 0.460 8.244
H -4.089 2.755 8.986
H -5.823 2.500 9.264
H -6.125 2.842 5.765
H -4.565 3.675 5.608
C 1.876 -6.622 -6.587
C 1.302 -7.112 -5.270
C 1.114 -5.813 -4.508
O 0.845 -4.797 -5.484
C 1.126 -5.317 -6.790
H 1.743 -7.321 -7.412
H 2.946 -6.426 -6.475
H 0.333 -7.589 -5.442
H 1.942 -7.822 -4.747
H 2.026 -5.532 -3.970
H 0.290 -5.859 -3.793
H 0.171 -5.483 -7.300
H 1.701 -4.584 -7.359
C 2.364 7.663 2.624
C 1.814 6.864 1.454
C 2.463 5.508 1.665
O 2.641 5.357 3.084
C 2.408 6.616 3.724
H 1.759 8.531 2.889
H 3.376 8.009 2.395
H 0.726 6.776 1.541
H 2.043 7.297 0.479
H 3.450 5.460 1.193
H 1.858 4.689 1.281
H 1.449 6.555 4.252
H 3.196 6.806 4.456
C 3.710 -11.222 -1.669
C 2.255 -11.137 -1.243
C 1.865 -9.754 -1.734
O 2.658 -9.492 -2.898
C 3.691 -10.481 -2.995
H 4.084 -12.242 -1.758
H 4.339 -10.689 -0.951
H 1.670 -11.899 -1.766
H 2.102 -11.267 -0.172
H 2.095 -8.987 -0.987
H 0.806 -9.682 -1.990
H 3.438 -11.154 -3.822
H 4.642 -9.996 -3.221
*
```

Computed properties:
- gap between HOMO and LUMO (eV) = 8.12
- DFT total energy (hartree) = -2422.7440
- ΔE to the lowest compared entry with this formula, charge and spin (kJ/mol) = 0.0
- M (g mol⁻¹) = 600.76
- SMILES string = CCOCCOCP(CCCN)[PH2]=N.C1CCOC1.C1CCOC1.C1CCOC1.C1CCOC1.C1CCOC1
- largest force on an atom (eV/Å) = 3.229

A molecular structure, C28H63B2FO3PRb2V at a distorted geometry, computed with ωB97M-V/def2-TZVPD.

Structure (ORCA input):
```
! wB97M-V def2-TZVPD RIJCOSX def2/J DEFGRID3
* xyz 1 4
Rb 10.338 11.989 -21.771
Rb 7.475 15.505 -23.006
V 6.712 11.080 -23.269
C 10.837 2.741 -25.513
C 11.571 4.080 -25.586
C 11.156 5.101 -24.551
C 9.641 5.115 -24.298
P 9.002 6.613 -23.497
C 9.454 8.005 -24.555
C 9.170 7.720 -26.040
C 8.967 9.016 -26.815
C 8.871 8.837 -28.327
C 7.228 6.472 -23.318
C 6.794 5.232 -22.526
C 5.260 5.172 -22.415
C 4.745 3.801 -21.976
C 9.862 6.686 -21.891
C 10.908 7.759 -21.647
C 11.386 7.790 -20.196
C 12.618 8.661 -20.057
H 9.806 2.848 -25.863
H 10.812 2.288 -24.521
H 11.287 2.042 -26.218
H 11.423 4.417 -26.618
H 12.647 3.907 -25.506
H 11.488 6.127 -24.738
H 11.611 4.860 -23.581
H 9.271 4.317 -23.652
H 9.109 5.104 -25.258
H 10.495 8.253 -24.344
H 8.833 8.835 -24.211
H 8.237 7.150 -26.105
H 9.968 7.147 -26.517
H 9.737 9.761 -26.582
H 8.069 9.505 -26.416
H 7.959 8.314 -28.626
H 9.740 8.280 -28.682
H 8.815 9.800 -28.835
H 6.832 6.341 -24.336
H 6.800 7.398 -22.943
H 7.244 5.167 -21.535
H 7.033 4.353 -23.136
H 4.793 5.471 -23.357
H 4.926 5.880 -21.647
H 3.655 3.821 -22.025
H 5.054 3.523 -20.970
H 5.048 2.999 -22.657
H 10.321 5.699 -21.772
H 9.086 6.745 -21.121
H 10.525 8.771 -21.849
H 11.801 7.642 -22.268
H 11.544 6.797 -19.767
H 10.577 8.186 -19.569
H 12.416 9.736 -20.052
H 13.301 8.466 -20.889
H 13.188 8.479 -19.146
B 9.643 14.857 -21.002
H 9.529 16.015 -20.866
H 10.343 14.444 -20.154
H 8.638 14.356 -20.834
H 9.979 14.550 -22.034
B 8.242 12.483 -23.983
H 8.619 11.475 -24.348
H 8.020 12.398 -22.898
H 8.864 13.403 -24.149
H 7.185 12.620 -24.413
C 4.413 13.130 -21.794
O 5.443 12.331 -22.233
H 3.423 12.790 -22.135
H 4.380 13.180 -20.696
H 4.513 14.172 -22.162
C 6.247 8.766 -20.371
C 7.485 9.631 -20.608
O 7.839 9.703 -21.987
H 6.503 7.700 -20.408
H 5.496 8.988 -21.131
H 5.791 8.965 -19.399
H 8.350 9.312 -20.009
H 7.203 10.653 -20.299
C 13.072 15.145 -26.182
C 12.739 13.713 -26.456
O 13.477 13.002 -27.045
C 11.450 13.161 -25.914
H 13.320 15.253 -25.124
H 12.190 15.757 -26.395
H 13.893 15.498 -26.796
H 11.462 12.079 -25.953
H 10.625 13.629 -26.457
H 11.319 13.468 -24.870
F 6.126 16.355 -29.384
C 6.080 15.081 -29.026
C 6.703 14.741 -27.838
C 6.715 13.417 -27.442
C 6.018 12.469 -28.187
C 5.516 12.801 -29.439
C 5.497 14.137 -29.828
H 7.302 15.470 -27.305
H 7.218 13.065 -26.552
H 6.020 11.436 -27.853
H 5.183 12.017 -30.105
H 5.118 14.410 -30.806
*
```

Computed properties:
- gap between HOMO and LUMO (alpha / beta) (eV) = 7.66 / 8.10
- DFT total energy (hartree) = -2813.1719
- M (g mol⁻¹) = 741.29
- largest force on an atom (eV/Å) = 3.132
- <S²> = 3.7565